[1]
# C31H34N5

A 2-piece molecular cluster, C31H34N5 overall at a distorted geometry (wB97M-V/def2-TZVPD, the OMol25 dataset).

Output
HOMO-LUMO gap   6.21 eV
ΔE to the lowest compared entry with this formula, charge and spin   9.9 kcal per mole
Multiplicity   1
Highest occupied orbital energy   -10.52 eV
Total charge   +1

CARTESIAN COORDINATES (ANGSTROEM)
C -6.51 0.79 2.84
C -6.24 2.08 2.35
C -5.31 2.26 1.33
C -4.62 1.14 0.79
C -3.64 1.22 -0.27
C -3.34 2.20 -1.19
N -2.25 1.73 -1.87
C -1.37 2.45 -2.80
C 0.00 2.68 -2.17
C 1.05 3.50 -2.95
C 2.40 2.92 -2.47
C 2.07 1.56 -1.80
N 0.66 1.48 -1.83
N -1.94 0.49 -1.41
N -2.78 0.18 -0.46
C -4.87 -0.14 1.33
C -5.83 -0.32 2.32
H -7.25 0.66 3.63
H -6.76 2.94 2.77
H -5.07 3.26 0.95
H -3.80 3.16 -1.34
H -1.25 1.83 -3.71
H -1.87 3.39 -3.04
H -0.19 3.26 -1.23
H 0.92 3.33 -4.03
H 0.95 4.57 -2.74
H 3.08 2.78 -3.31
H 2.87 3.59 -1.75
H 2.57 0.71 -2.29
H 2.44 1.56 -0.76
H 0.14 0.62 -1.73
H -4.28 -0.97 0.94
H -6.03 -1.32 2.69
C -0.44 -2.13 -2.37
C 0.88 -2.11 -1.74
N 1.93 -2.83 -2.23
C 1.88 -3.61 -3.45
C 3.04 -2.69 -1.40
C 2.69 -1.84 -0.34
C 3.65 -1.53 0.62
C 4.91 -2.13 0.52
C 5.24 -2.99 -0.54
C 4.29 -3.28 -1.54
C 1.29 -1.47 -0.54
C 0.48 -0.67 0.26
C 0.60 -0.55 1.68
C 1.13 -1.61 2.46
C 1.34 -1.44 3.81
C 1.04 -0.22 4.43
C 1.46 -0.03 5.85
C 0.38 0.78 3.70
C 0.14 0.62 2.35
H -1.17 -1.63 -1.72
H -0.45 -1.58 -3.33
H -0.76 -3.17 -2.57
H 2.86 -4.05 -3.59
H 1.14 -4.41 -3.36
H 1.62 -2.97 -4.31
H 3.41 -0.83 1.43
H 5.67 -1.93 1.29
H 6.23 -3.43 -0.60
H 4.50 -3.94 -2.38
H -0.42 -0.25 -0.19
H 1.36 -2.56 1.98
H 1.76 -2.25 4.42
H 1.15 0.95 6.23
H 1.04 -0.80 6.51
H 2.56 -0.10 5.92
H 0.05 1.69 4.21
H -0.38 1.37 1.75

These are the natural (NBO) partial charges, in e, on atoms 1 to 8: -0.199 -0.206 -0.218 -0.004 0.033 -0.049 -0.149 -0.211



[2]
# C32H32B4O44V

C32H32B4O44V as an isolated structure at a distorted geometry (wB97M-V/def2-TZVPD, the OMol25 dataset).

Output
HOMO-LUMO gap (spin up / spin down)   7.71 / 9.21 eV
<S²>   3.75
Multiplicity   4
Highest occupied orbital energy (spin up / spin down)   -4.47 / -5.97 eV
Total charge   -2

CARTESIAN COORDINATES (ANGSTROEM)
V 0.65 -0.80 0.23
O -2.34 2.00 2.11
C -2.26 2.54 1.03
O -2.77 3.69 0.68
B -2.08 4.23 -0.53
O -1.26 3.03 -0.94
C -1.28 2.13 -0.01
O -0.66 1.09 0.05
O -1.20 5.34 -0.32
C -1.58 6.38 -1.06
O -1.12 7.47 -1.05
C -2.78 5.87 -1.94
O -2.98 4.60 -1.63
O -3.33 6.49 -2.80
O -6.13 2.71 -1.35
C -5.85 1.66 -0.84
O -4.88 1.43 0.04
B -4.69 -0.05 0.20
O -5.69 -0.63 -0.70
C -6.32 0.29 -1.38
O -7.02 0.09 -2.33
O -3.38 -0.58 -0.17
C -2.73 -1.01 0.88
O -1.58 -1.33 1.01
C -3.79 -1.13 2.02
O -4.85 -0.53 1.57
O -3.60 -1.57 3.12
O 8.41 -3.03 -3.35
C 7.30 -3.33 -3.00
O 6.19 -2.64 -3.09
B 5.12 -3.24 -2.28
O 5.72 -4.48 -1.74
C 6.99 -4.56 -2.11
O 7.79 -5.37 -1.75
O 3.95 -3.48 -3.16
C 2.90 -2.84 -2.65
O 1.82 -2.84 -3.17
C 3.31 -2.31 -1.27
O 4.60 -2.49 -1.11
O 2.54 -1.85 -0.47
O 2.18 1.01 0.13
C 2.78 2.03 -0.04
O 2.50 3.23 0.49
B 3.45 4.24 -0.04
O 4.38 3.43 -0.91
C 3.91 2.23 -1.03
O 4.39 1.38 -1.74
O 4.24 4.86 1.04
C 4.08 6.18 0.98
O 4.47 7.00 1.75
C 3.26 6.49 -0.29
O 2.87 5.36 -0.81
O 2.99 7.60 -0.63
C -3.86 -2.80 -2.52
C -2.35 -2.69 -2.47
O -1.83 -3.74 -1.65
C -0.70 -3.58 -1.00
O -0.12 -2.54 -0.92
O -0.30 -4.69 -0.38
C -1.26 -5.66 0.02
H -4.29 -2.95 -1.53
H -4.03 -3.65 -3.18
H -4.45 -1.95 -2.85
H -1.97 -1.73 -2.12
H -1.90 -2.81 -3.46
H -2.03 -5.26 0.68
H -0.68 -6.41 0.55
H -1.74 -6.08 -0.86
C -3.30 1.45 -3.30
C -1.96 1.02 -3.90
O -1.21 0.48 -2.80
C 0.09 0.26 -2.82
O 0.63 -0.19 -1.85
O 0.63 0.56 -3.97
C 2.04 0.38 -4.15
H -3.63 0.70 -2.58
H -4.05 1.62 -4.07
H -3.10 2.41 -2.84
H -1.48 1.90 -4.32
H -2.13 0.22 -4.62
H 2.33 0.93 -5.04
H 2.21 -0.69 -4.23
H 2.70 0.75 -3.35
C -1.65 -3.63 4.87
C -0.85 -3.30 3.64
O 0.56 -3.36 3.83
C 1.33 -3.05 2.82
O 0.98 -2.56 1.77
O 2.57 -3.51 3.06
C 3.56 -3.27 2.10
H -1.44 -4.60 5.32
H -2.73 -3.59 4.73
H -1.36 -2.89 5.62
H -1.08 -2.35 3.17
H -1.13 -4.00 2.84
H 4.53 -3.41 2.57
H 3.60 -2.23 1.76
H 3.40 -3.92 1.23
C 1.24 3.92 3.99
C 0.93 2.78 3.07
O 0.48 1.69 3.87
C 0.29 0.51 3.33
O 0.82 0.12 2.33
O -0.41 -0.28 4.16
C -0.99 0.24 5.33
H 1.38 4.84 3.41
H 2.00 3.79 4.75
H 0.33 4.16 4.55
H 1.92 2.46 2.72
H 0.46 3.05 2.13
H -0.32 0.39 6.18
H -1.80 -0.46 5.51
H -1.46 1.23 5.24

These are the Mulliken partial charges, in e, on atoms 1 to 8: 1.835 -0.646 0.591 -0.580 1.401 -0.657 0.168 0.789



[3]
# C6H8CuO4

C6H8CuO4 as an isolated structure at a distorted geometry (wB97M-V/def2-TZVPD, the OMol25 dataset).

Output
HOMO-LUMO gap (spin up / spin down)   7.55 / 7.04 eV
<S²>   0.75
Multiplicity   2
Highest occupied orbital energy (spin up / spin down)   -7.74 / -7.69 eV
Total charge   0

CARTESIAN COORDINATES (ANGSTROEM)
O -2.22 0.49 0.01
C -2.99 1.32 0.37
C -4.02 2.04 0.75
H 2.60 0.39 -0.08
H -4.68 1.66 1.52
H -4.27 2.93 0.18
O -0.38 -0.81 1.82
C 0.61 -1.67 1.87
C 1.50 -1.84 0.87
O 1.19 -1.17 -0.31
C 2.16 -0.32 -0.91
C 1.39 0.49 -1.95
O 0.25 1.07 -1.40
Cu -0.35 0.12 0.11
H 0.74 -2.26 2.79
H 2.32 -2.55 0.85
H 2.97 -0.92 -1.36
H 1.10 -0.20 -2.77
H 2.10 1.23 -2.36

These are the natural (NBO) partial charges, in e, on atoms 1 to 8: -0.562 0.758 -0.708 0.171 0.286 0.280 -0.867 0.152



[4]
# C4H8O2

One molecule with the formula C4H8O2 at a distorted geometry (wB97M-V/def2-TZVPD, the OMol25 dataset).

Output
HOMO-LUMO gap   10.72 eV
ΔE to the lowest compared entry with this formula, charge and spin   75.9 kcal per mole
Multiplicity   1
SMILES   CCOCC=O
Highest occupied orbital energy   -9.94 eV
Total charge   0

CARTESIAN COORDINATES (ANGSTROEM)
C -2.20 -0.42 -0.55
C -0.68 -0.35 -0.55
O -0.25 0.75 0.25
C 1.14 0.94 0.40
C 2.01 -0.12 0.95
O 3.18 0.08 0.62
H -2.65 0.49 -0.96
H -2.59 -0.57 0.46
H -2.53 -1.27 -1.16
H -0.27 -1.29 -0.16
H -0.30 -0.21 -1.57
H 1.23 1.86 0.99
H 2.17 1.10 -0.25
H 1.74 -1.00 1.53

These are the natural (NBO) partial charges, in e, on atoms 1 to 8: -0.622 -0.060 -0.520 -0.240 0.378 -0.539 0.216 0.213



[5]
# C4H4N2

One molecule with the formula C4H4N2 at a distorted geometry (wB97M-V/def2-TZVPD, the OMol25 dataset).

Output
HOMO-LUMO gap   9.08 eV
ΔE to the lowest compared entry with this formula, charge and spin   61.9 kcal per mole
Multiplicity   1
SMILES   C=C=CNC#N
Highest occupied orbital energy   -8.76 eV
Total charge   0

CARTESIAN COORDINATES (ANGSTROEM)
C 1.72 -0.98 -0.13
C 0.79 -0.07 -0.13
C 0.09 1.03 0.09
N -1.29 0.88 0.06
C -1.73 -0.39 -0.03
N -2.35 -1.36 0.05
H 2.25 -1.27 0.78
H 1.98 -1.53 -1.02
H 0.47 2.04 0.05
H -1.92 1.64 0.27

These are the natural (NBO) partial charges, in e, on atoms 1 to 8: -0.401 -0.018 -0.090 -0.646 0.411 -0.341 0.215 0.215



[6]
# C19H20BN10OOsS

C19H20BN10OOsS as an isolated structure (wB97M-V/def2-TZVPD, the OMol25 dataset).

Output
HOMO-LUMO gap (spin up / spin down)   7.18 / 3.91 eV
<S²>   8.80
ΔE to the lowest compared entry with this formula, charge and spin   0.0 kcal per mole
Multiplicity   6
Highest occupied orbital energy (spin up / spin down)   -13.65 / -13.65 eV
Total charge   +2

CARTESIAN COORDINATES (ANGSTROEM)
Os 0.76 0.42 -0.14
C 1.24 -0.74 3.99
C 0.76 0.12 3.03
N 0.88 -0.43 1.81
N 1.41 -1.67 1.99
C 1.67 -1.85 3.29
B 1.79 -2.50 0.73
N 0.56 -2.60 -0.23
C 0.00 -3.71 -0.72
C -0.99 -3.36 -1.62
C -0.96 -1.97 -1.65
N -0.03 -1.52 -0.80
N 2.90 -1.67 -0.01
C 4.16 -1.94 -0.35
C 4.68 -0.86 -1.05
C 3.65 0.05 -1.13
N 2.58 -0.43 -0.48
N 2.22 -3.88 1.09
C 1.61 -4.77 1.94
C 2.11 -6.02 1.66
C 3.02 -5.81 0.61
N 3.08 -4.54 0.26
H 1.29 -0.58 5.05
H 0.35 1.12 3.14
H 2.15 -2.75 3.64
H 0.35 -4.69 -0.42
H -1.62 -4.02 -2.19
H -1.54 -1.28 -2.24
H 4.59 -2.90 -0.11
H 5.67 -0.78 -1.46
H 3.61 1.01 -1.61
H 0.85 -4.47 2.63
H 1.85 -6.94 2.15
H 3.64 -6.53 0.11
N -0.79 3.25 -1.55
C -1.36 3.06 -0.40
S -1.10 1.78 0.68
N -2.30 4.03 0.05
C -3.32 4.58 -0.63
C -4.08 5.59 0.05
C -5.12 6.20 -0.59
C -5.44 5.83 -1.91
C -4.71 4.81 -2.57
C -3.67 4.19 -1.96
H -0.10 2.50 -1.86
H -0.92 4.11 -2.06
H -2.24 4.22 1.05
H -3.81 5.87 1.06
H -5.69 6.97 -0.09
H -6.26 6.31 -2.42
H -5.00 4.52 -3.57
H -3.14 3.39 -2.45
O 0.73 1.26 -1.73

These are the natural (NBO) partial charges, in e, on atoms 1 to 8: 1.485 -0.309 0.007 -0.402 -0.315 0.041 0.924 -0.337



[7]
# C27H36N8O3Ti

C27H36N8O3Ti as an isolated structure at a distorted geometry (wB97M-V/def2-TZVPD, the OMol25 dataset).

Output
HOMO-LUMO gap (spin up / spin down)   6.32 / 7.69 eV
<S²>   0.79
Multiplicity   2
Highest occupied orbital energy (spin up / spin down)   -8.88 / -10.41 eV
Total charge   +1

CARTESIAN COORDINATES (ANGSTROEM)
Ti 0.01 -0.09 -0.17
C 0.26 2.15 -3.81
O -1.15 2.10 -3.88
C -1.71 0.84 -3.76
C -2.58 0.40 -4.75
C -3.14 -0.87 -4.68
C -2.80 -1.72 -3.66
C -1.93 -1.31 -2.63
C -1.54 -2.19 -1.60
N -0.78 -1.82 -0.58
N -0.43 -2.80 0.30
C 0.41 -2.34 1.19
O 0.79 -1.09 1.12
C 0.88 -3.20 2.28
C 2.04 -2.82 2.96
C 2.50 -3.58 4.01
C 1.81 -4.71 4.41
C 0.65 -5.08 3.75
C 0.19 -4.34 2.67
C -1.42 0.02 -2.66
O -0.66 0.44 -1.66
H 0.55 3.13 -4.18
H 0.72 1.38 -4.45
H 0.63 2.01 -2.78
H -2.79 1.07 -5.56
H -3.81 -1.19 -5.46
H -3.18 -2.73 -3.64
H -1.84 -3.24 -1.63
H 2.56 -1.94 2.63
H 3.41 -3.28 4.52
H 2.17 -5.30 5.24
H 0.11 -5.96 4.07
H -0.70 -4.64 2.13
C -2.98 3.71 1.00
N -3.21 2.30 1.23
C -4.56 1.95 1.65
C -4.51 0.44 1.83
N -3.11 0.13 1.59
C -2.64 -1.20 1.82
C -2.39 1.21 1.23
N -1.10 1.14 0.98
C -0.32 2.35 0.78
C 1.17 2.07 0.99
N 1.65 1.16 -0.03
C 2.90 1.04 -0.38
N 3.24 0.16 -1.38
C 2.43 -0.95 -1.80
C 4.69 0.02 -1.46
C 5.17 1.30 -0.77
N 4.02 1.68 0.05
C 4.13 2.93 0.77
H -3.94 4.16 0.78
H -2.33 3.88 0.14
H -2.56 4.21 1.88
H -5.26 2.25 0.86
H -4.82 2.49 2.57
H -5.15 -0.09 1.12
H -4.79 0.13 2.84
H -2.81 -1.84 0.95
H -3.18 -1.62 2.67
H -1.57 -1.19 2.06
H -0.61 3.12 1.50
H -0.46 2.73 -0.25
H 1.31 1.62 1.99
H 1.68 3.04 0.96
H 1.38 -0.63 -1.90
H 2.49 -1.79 -1.09
H 2.79 -1.29 -2.77
H 5.02 -0.04 -2.49
H 5.02 -0.88 -0.92
H 5.39 2.09 -1.50
H 6.05 1.14 -0.14
H 5.19 3.13 0.93
H 3.66 2.86 1.74
H 3.72 3.76 0.20

These are the natural (NBO) partial charges, in e, on atoms 1 to 8: 1.498 -0.249 -0.509 0.243 -0.212 -0.220 -0.171 -0.172